ORCA calculation (the ωB97M-V functional and the def2-TZVPD basis) on a structure of composition C45H36NO6PSeSiY.

Cartesian coordinates (Å):
1 Y -0.2455 -0.1147 0.8859
2 O 2.3077 -0.0851 1.3306
3 C 3.2452 -0.8097 1.0354
4 C 3.1657 -2.1927 0.6301
5 C 4.3298 -2.9101 0.3790
6 C 4.2663 -4.2295 -0.0099
7 C 3.0176 -4.8685 -0.1773
8 C 1.8631 -4.1886 0.0561
9 C 1.8806 -2.8233 0.4838
10 O 0.7990 -2.2100 0.7261
11 N 5.4793 -4.9645 -0.2455
12 O 5.3927 -6.1358 -0.5905
13 O 6.5506 -4.3909 -0.0970
14 H 4.2703 -0.3980 1.0755
15 H 5.3017 -2.4450 0.4902
16 H 3.0152 -5.9015 -0.4930
17 H 0.8908 -4.6485 -0.0710
18 O 1.4684 2.9526 -1.3274
19 C 0.4943 2.3634 -0.9084
20 O 0.3563 1.0727 -0.8130
21 C -0.7685 3.1336 -0.4687
22 P -2.1390 1.8980 -0.5088
23 C -3.5958 2.9534 -0.1157
24 C -4.5005 3.4209 -1.0653
25 C -5.6261 4.1336 -0.6755
26 C -5.8568 4.4026 0.6644
27 C -4.9435 3.9695 1.6159
28 C -3.8290 3.2425 1.2306
29 C -2.3794 1.6353 -2.3033
30 C -3.3911 0.7502 -2.6794
31 C -3.6396 0.4868 -4.0161
32 C -2.8758 1.0993 -5.0003
33 C -1.8556 1.9640 -4.6338
34 C -1.6040 2.2310 -3.2950
35 H -0.9408 4.0219 -1.0731
36 H -0.6373 3.4520 0.5681
37 H -4.3283 3.2295 -2.1163
38 H -6.3257 4.4781 -1.4278
39 H -6.7433 4.9471 0.9661
40 H -5.1073 4.1893 2.6641
41 H -3.1272 2.8962 1.9809
42 H -3.9845 0.2621 -1.9147
43 H -4.4288 -0.2036 -4.2886
44 H -3.0669 0.8958 -6.0465
45 H -1.2447 2.4335 -5.3952
46 H -0.7839 2.8862 -3.0352
47 Se -0.7845 1.7679 2.8682
48 C -0.4846 0.8632 4.5248
49 C -0.4660 -0.5299 4.5905
50 C -0.2170 -1.1745 5.7916
51 C 0.0042 -0.4381 6.9457
52 C -0.0413 0.9484 6.8917
53 C -0.2851 1.5981 5.6914
54 H -0.6659 -1.1117 3.6974
55 H -0.2035 -2.2576 5.8229
56 H 0.2132 -0.9401 7.8819
57 H 0.1164 1.5296 7.7926
58 H -0.3107 2.6789 5.6405
59 C -2.8060 -5.0117 4.1676
60 C -1.5472 -4.5304 3.8350
61 C -1.4035 -3.6223 2.7951
62 C -2.5048 -3.1721 2.0616
63 C -3.7597 -3.6780 2.4073
64 C -3.9124 -4.5872 3.4460
65 Si -2.2728 -1.9118 0.6300
66 C -4.0565 -1.2833 0.3013
67 C -4.8635 -1.8137 -0.7098
68 C -6.1426 -1.3265 -0.9472
69 C -6.6468 -0.2921 -0.1713
70 C -5.8643 0.2461 0.8406
71 C -4.5850 -0.2422 1.0676
72 C -1.9409 -3.0383 -0.8880
73 C -1.9975 -4.4318 -0.8362
74 C -1.7268 -5.2074 -1.9570
75 C -1.3854 -4.6010 -3.1577
76 C -1.3174 -3.2162 -3.2296
77 C -1.5877 -2.4495 -2.1058
78 H -2.9217 -5.7138 4.9846
79 H -0.6768 -4.8647 4.3882
80 H -0.4100 -3.2708 2.5346
81 H -4.6319 -3.3508 1.8512
82 H -4.8969 -4.9670 3.6941
83 H -4.4758 -2.6188 -1.3248
84 H -6.7437 -1.7500 -1.7444
85 H -7.6417 0.0948 -0.3569
86 H -6.2444 1.0618 1.4438
87 H -3.9802 0.2051 1.8530
88 H -2.2549 -4.9186 0.0985
89 H -1.7808 -6.2886 -1.8964
90 H -1.1682 -5.2035 -4.0315
91 H -1.0454 -2.7348 -4.1621
92 H -1.5229 -1.3662 -2.1799

Energy above the lowest of the compared OMol25 structures with the same formula, charge and spin, kJ/mol: 63.96
Charge: -1


ORCA calculation (the ωB97M-V functional and the def2-TZVPD basis) on a structure of composition C45H37ClCuN5O6S2.

Cartesian coordinates (Å):
1 Cu 2.3581 -0.4755 -0.1178
2 C -3.0710 -5.7147 -2.4867
3 C -2.2560 -4.5056 -2.1308
4 C -2.8673 -3.3426 -1.6710
5 C -2.1220 -2.2368 -1.2963
6 C -0.7412 -2.2997 -1.4020
7 C -0.0991 -3.4464 -1.8551
8 C -0.8632 -4.5388 -2.2196
9 S 0.1317 -0.8405 -0.8867
10 O -0.7528 -0.0838 0.0047
11 C 0.5542 0.0228 -2.3880
12 C 1.3651 -0.7264 -3.2777
13 C 1.9195 -0.1169 -4.3557
14 C 1.7234 1.2668 -4.5826
15 C 2.3205 1.9162 -5.6865
16 C 2.1443 3.2553 -5.8789
17 C 1.3664 4.0067 -4.9736
18 C 0.7748 3.4074 -3.8998
19 C 0.9336 2.0166 -3.6763
20 C 0.3335 1.3663 -2.5522
21 C -0.4958 2.2051 -1.6355
22 C -1.8242 2.5406 -2.0223
23 C -2.4408 1.9736 -3.1669
24 C -3.7224 2.3054 -3.4990
25 C -4.4503 3.2251 -2.7130
26 C -3.8790 3.7909 -1.6108
27 C -2.5537 3.4630 -1.2357
28 C -1.9380 4.0494 -0.1027
29 C -0.6766 3.6977 0.2702
30 C 0.0346 2.7462 -0.4926
31 S 1.6730 2.1856 -0.0136
32 O 2.6940 3.1029 -0.5441
33 C 1.5642 2.4255 1.7501
34 C 0.4942 1.9172 2.4791
35 C 0.4831 2.0924 3.8513
36 C 1.5361 2.7327 4.5078
37 C 1.5252 2.8900 6.0036
38 C 2.6022 3.2090 3.7507
39 C 2.6229 3.0642 2.3693
40 H -4.0833 -5.4389 -2.7769
41 H -3.1408 -6.3831 -1.6260
42 H -2.6141 -6.2731 -3.3025
43 H -3.9471 -3.3012 -1.6003
44 H -2.5934 -1.3396 -0.9185
45 H 0.9803 -3.5086 -1.9053
46 H -0.3709 -5.4375 -2.5691
47 H 1.5488 -1.7765 -3.1045
48 H 2.5391 -0.6803 -5.0415
49 H 2.9247 1.3341 -6.3707
50 H 2.6073 3.7481 -6.7233
51 H 1.2442 5.0700 -5.1302
52 H 0.1915 3.9971 -3.2067
53 H -1.8856 1.2741 -3.7792
54 H -4.1840 1.8676 -4.3741
55 H -5.4628 3.4834 -2.9931
56 H -4.4302 4.5016 -1.0075
57 H -2.4897 4.7841 0.4707
58 H -0.2196 4.1442 1.1416
59 H -0.3186 1.4066 1.9740
60 H -0.3610 1.7356 4.4310
61 H 0.5075 2.9409 6.3885
62 H 2.0540 3.7916 6.3090
63 H 2.0205 2.0433 6.4845
64 H 3.4231 3.7140 4.2451
65 H 3.4397 3.4422 1.7671
66 O 3.8982 0.4496 -1.7310
67 Cl 4.7609 -0.1215 -0.7017
68 O 4.4375 -1.5406 -0.6415
69 O 6.1264 0.1342 -0.9052
70 O 4.2668 0.4462 0.5745
71 C 1.1666 -3.4689 1.0471
72 C 1.6293 -2.4110 1.9808
73 N 2.1854 -1.2595 1.6500
74 C 2.5346 -0.6028 2.8154
75 C 2.1298 -1.3561 3.8609
76 N 1.5680 -2.4991 3.3214
77 C 0.7961 -3.4967 4.0421
78 N -0.5369 -3.5291 3.5113
79 N -1.0009 -4.6685 2.9283
80 N -2.1189 -4.4320 2.3690
81 C -2.4042 -3.0852 2.5056
82 C -3.4889 -2.3333 2.0456
83 C -3.4718 -0.9838 2.3081
84 C -2.4100 -0.3854 3.0189
85 C -1.3466 -1.1164 3.4975
86 C -1.3737 -2.4878 3.2257
87 H 1.7065 -3.3672 0.1068
88 H 0.0934 -3.4045 0.8564
89 H 1.3744 -4.4591 1.4503
90 H 3.0458 0.3431 2.8044
91 H 2.2018 -1.1996 4.9229
92 H 0.8089 -3.2221 5.0956
93 H 1.2102 -4.4964 3.9230
94 H -4.3005 -2.8064 1.5101
95 H -4.2889 -0.3607 1.9706
96 H -2.4416 0.6821 3.1974
97 H -0.5385 -0.6485 4.0442

Energy above the lowest of the compared OMol25 structures with the same formula, charge and spin, kJ/mol: 5.53
Spin multiplicity: 2
Charge: +1
⟨S²⟩: 0.755


ORCA calculation (the ωB97M-V functional and the def2-TZVPD basis) on a cluster of 8 separate species, C45H37FN3O14 in total.

Cartesian coordinates (Å):
1 N -7.4681 2.5746 4.2618
2 C -7.7703 3.5038 3.2920
3 N -7.0881 4.6108 3.2066
4 N -8.8052 3.3392 2.3631
5 C -10.1250 3.6164 3.0401
6 C -10.2170 5.0432 3.5572
7 F -11.5271 5.2816 3.8936
8 H -7.9611 2.8253 5.1235
9 H -7.8737 1.6723 3.9748
10 H -6.6047 4.9380 4.0338
11 H -7.0700 5.1410 2.3477
12 H -8.8527 2.3554 2.1008
13 H -10.2748 2.9117 3.8618
14 H -10.8821 3.4889 2.2718
15 H -9.5827 5.2475 4.4243
16 H -9.9365 5.7459 2.7664
17 C -9.4501 -1.7563 2.4625
18 C -9.4739 -2.8286 1.6757
19 C -8.2361 -3.3163 1.0089
20 O -8.2565 -4.2897 0.2937
21 C -6.9764 -2.5638 1.2544
22 C -6.9653 -1.4915 2.0427
23 C -8.1946 -1.0148 2.6993
24 O -8.1813 -0.0290 3.4302
25 H -10.3351 -1.3820 2.9618
26 H -10.3791 -3.3912 1.4862
27 H -6.0907 -2.9332 0.7668
28 H -6.0607 -0.9302 2.2389
29 C -2.0458 -0.0693 0.3736
30 C -3.1386 -0.7997 0.5763
31 C -3.0978 -2.0378 1.3903
32 O -4.1017 -2.7036 1.5719
33 C -1.7985 -2.4354 1.9744
34 C -0.7026 -1.7089 1.7751
35 C -0.7418 -0.4707 0.9610
36 O 0.2574 0.1960 0.7811
37 H -2.0530 0.8336 -0.2218
38 H -4.1001 -0.5285 0.1567
39 H -1.7939 -3.3422 2.5653
40 H 0.2556 -1.9818 2.1939
41 C 3.5100 -0.9041 -1.9446
42 C 2.4110 -1.2610 -1.2843
43 C 1.3613 -2.0870 -1.9294
44 O 0.3559 -2.4099 -1.3301
45 C 1.5808 -2.5012 -3.3381
46 C 2.6804 -2.1458 -3.9978
47 C 3.7308 -1.3193 -3.3514
48 O 4.7294 -0.9930 -3.9548
49 H 4.2877 -0.2995 -1.4953
50 H 2.2280 -0.9674 -0.2580
51 H 0.8019 -3.1031 -3.7896
52 H 2.8618 -2.4372 -5.0252
53 C -1.3277 2.0120 -6.0070
54 C -1.9083 1.9996 -4.8101
55 C -1.3540 1.1950 -3.6957
56 O -1.8850 1.1808 -2.6026
57 C -0.1282 0.4055 -3.9605
58 C 0.4542 0.4162 -5.1563
59 C -0.0992 1.2211 -6.2756
60 O 0.4286 1.2309 -7.3637
61 H -1.7153 2.5907 -6.8356
62 H -2.8034 2.5683 -4.5931
63 H 0.2563 -0.1706 -3.1303
64 H 1.3491 -0.1524 -5.3729
65 C 7.1403 0.3329 -5.5316
66 C 8.3645 -0.1706 -5.6734
67 C 9.3291 0.4058 -6.6419
68 O 10.4432 -0.0532 -6.7732
69 C 8.8784 1.5692 -7.4475
70 C 7.6558 2.0742 -7.3071
71 C 6.6924 1.4956 -6.3376
72 O 5.5779 1.9585 -6.2083
73 H 6.4170 -0.0711 -4.8336
74 H 8.7142 -1.0173 -5.0962
75 H 9.5980 1.9746 -8.1473
76 H 7.3068 2.9209 -7.8845
77 C 3.4046 1.1229 3.0925
78 C 2.3082 0.3978 3.2975
79 C 2.3489 -0.8419 4.1122
80 O 1.3461 -1.5060 4.2921
81 C 3.6523 -1.2420 4.6928
82 C 4.7502 -0.5173 4.4896
83 C 4.7110 0.7216 3.6727
84 O 5.7106 1.3808 3.4831
85 H 3.3994 2.0288 2.4992
86 H 1.3485 0.6704 2.8818
87 H 3.6581 -2.1493 5.2839
88 H 5.7128 -0.7919 4.9005
89 C 9.0845 -1.1538 3.5378
90 C 9.6668 -1.2430 2.3448
91 C 9.2480 -2.2705 1.3588
92 O 9.7752 -2.3544 0.2719
93 C 8.1542 -3.1946 1.7547
94 C 7.5730 -3.1043 2.9477
95 C 7.9931 -2.0762 3.9300
96 O 7.4556 -1.9912 5.0166
97 H 9.3719 -0.4118 4.2714
98 H 10.4639 -0.5791 2.0362
99 H 7.8646 -3.9362 1.0211
100 H 6.7747 -3.7671 3.2574

Charge: +1


ORCA calculation (the ωB97M-V functional and the def2-TZVPD basis) on a structure of composition C45H37LuN3O2P2S2.

Cartesian coordinates (Å):
1 Lu 0.2092 -1.3539 -0.8482
2 O -1.7162 -1.1814 -1.5084
3 C -2.7286 -1.9813 -1.3942
4 C -3.6820 -1.9616 -2.4205
5 C -4.7966 -2.7656 -2.3768
6 C -4.9985 -3.6456 -1.3052
7 C -4.0701 -3.6722 -0.2809
8 C -2.9328 -2.8513 -0.3001
9 C -2.0084 -2.9468 0.8298
10 N -0.9638 -2.2349 0.8819
11 N -0.1422 -2.3117 1.9960
12 C 0.9773 -1.6613 1.8449
13 O 1.3726 -0.9425 0.8500
14 C 1.9371 -1.7618 2.9683
15 C 3.0333 -0.9211 3.0474
16 C 3.9344 -1.0397 4.0969
17 C 3.7360 -2.0107 5.0706
18 C 2.6388 -2.8672 4.9807
19 C 1.7472 -2.7463 3.9317
20 H -3.5012 -1.2739 -3.2361
21 H -5.5305 -2.7327 -3.1721
22 H -5.8610 -4.2883 -1.2683
23 H -4.2107 -4.3461 0.5531
24 H -2.2206 -3.6204 1.6653
25 H 3.1941 -0.1793 2.2744
26 H 4.7838 -0.3722 4.1695
27 H 4.4281 -2.1075 5.8934
28 H 2.4937 -3.6418 5.7271
29 H 0.9061 -3.4117 3.8467
30 C 0.9286 2.3657 1.7629
31 N 0.0921 1.9783 0.6085
32 P -1.0405 0.6914 0.9796
33 C -2.5047 1.1113 -0.0092
34 C -3.6828 0.4837 0.3803
35 C -4.8391 0.6059 -0.3747
36 C -4.8183 1.3518 -1.5452
37 C -3.6420 1.9569 -1.9562
38 C -2.4912 1.8324 -1.1913
39 C -1.6443 1.2652 2.6038
40 C -2.4217 2.4204 2.7662
41 C -2.7880 2.8350 4.0377
42 C -2.3928 2.0894 5.1497
43 C -1.6416 0.9372 4.9975
44 C -1.2770 0.5251 3.7165
45 P 0.8988 1.5416 -0.8546
46 C 0.6129 3.0454 -1.8425
47 C 0.0905 4.2193 -1.3056
48 C -0.0416 5.3518 -2.0970
49 C 0.3589 5.3123 -3.4249
50 C 0.8812 4.1445 -3.9687
51 C 1.0070 3.0129 -3.1724
52 C 2.6913 1.8584 -0.5766
53 C 3.5504 0.7837 -0.4172
54 C 4.9061 0.9878 -0.1993
55 C 5.4169 2.2766 -0.1497
56 C 4.5716 3.3674 -0.3301
57 C 3.2169 3.1581 -0.5413
58 H 0.3326 2.8741 2.5187
59 H 1.7376 3.0372 1.4555
60 H 1.4049 1.4960 2.2298
61 H -3.6989 -0.1193 1.2792
62 H -5.7438 0.1084 -0.0595
63 H -5.7175 1.4256 -2.1483
64 H -3.6176 2.5258 -2.8782
65 H -1.5935 2.3211 -1.5448
66 H -2.7494 2.9873 1.8998
67 H -3.3885 3.7274 4.1744
68 H -2.6866 2.4238 6.1350
69 H -1.3517 0.3492 5.8566
70 H -0.7022 -0.3815 3.5883
71 H -0.2422 4.2106 -0.2710
72 H -0.4520 6.2634 -1.6713
73 H 0.2683 6.1929 -4.0424
74 H 1.1867 4.1060 -5.0081
75 H 1.4101 2.0953 -3.5840
76 H 3.1754 -0.2269 -0.4822
77 H 5.5485 0.1285 -0.0585
78 H 6.4756 2.4304 0.0322
79 H 4.9582 4.3818 -0.3089
80 H 2.5696 4.0209 -0.6771
81 S 1.7538 -1.2980 -2.9396
82 C 1.8317 -2.9934 -3.4171
83 C 2.3355 -3.2645 -4.6871
84 C 2.4440 -4.5569 -5.1720
85 C 2.0277 -5.6188 -4.3793
86 C 1.5293 -5.3702 -3.1153
87 C 1.4186 -4.0670 -2.6160
88 S 0.7588 -3.9003 -0.9955
89 H 2.6462 -2.4251 -5.2953
90 H 2.8429 -4.7460 -6.1650
91 H 2.0686 -6.6383 -4.7436
92 H 1.1931 -6.1780 -2.4727

Energy above the lowest of the compared OMol25 structures with the same formula, charge and spin, kJ/mol: 0.00
Charge: -1


ORCA calculation (the ωB97M-V functional and the def2-TZVPD basis) on a structure of composition C45H38AsBNO5PRu.

Cartesian coordinates (Å):
1 Ru -0.4467 0.5523 0.2240
2 C -1.2677 -2.4263 6.0420
3 C -0.7646 -2.8739 4.8595
4 C -0.5175 -1.9730 3.8198
5 C -0.8074 -0.6268 3.9705
6 C -1.3074 -0.1279 5.1946
7 C -1.5447 -1.0423 6.2019
8 P -0.4993 0.5783 2.6450
9 C -1.3812 2.1202 2.7958
10 C -0.8780 3.1727 1.8415
11 C -1.8535 4.2764 1.7093
12 C -2.7872 4.4953 2.6581
13 C -3.2135 3.4889 3.5252
14 C -2.4909 2.2925 3.5584
15 C 1.2225 1.0695 2.8427
16 C 1.6256 1.5742 4.0741
17 C 2.9853 2.0637 4.2496
18 C 3.8721 2.0221 3.1854
19 C 3.5062 1.4691 1.9485
20 C 4.4288 1.2588 0.8284
21 C 3.9415 0.7567 -0.3530
22 C 2.5713 0.4523 -0.5318
23 C 1.6204 0.6620 0.4619
24 C 2.1342 1.0313 1.7044
25 H -1.2493 -3.0782 6.9059
26 H -0.6582 -3.9214 4.6230
27 H -0.1499 -2.3594 2.8656
28 H -1.4760 0.9137 5.3677
29 H -1.9474 -0.6656 7.1242
30 H 0.1173 3.6016 2.1940
31 H -1.7283 4.9903 0.9098
32 H -3.3033 5.4934 2.6902
33 H -4.0391 3.5662 4.2101
34 H -2.7837 1.5715 4.3951
35 H 1.0405 1.6595 4.9685
36 H 3.2590 2.4863 5.2094
37 H 4.8629 2.5118 3.3071
38 H 5.4658 1.5822 0.8873
39 H 4.6246 0.4083 -1.1620
40 H 2.2384 -0.0279 -1.4415
41 O 0.3364 0.2878 -2.7059
42 B -0.5788 1.0520 -1.7801
43 O -1.6092 1.6892 -2.5609
44 C -1.3028 1.3781 -3.9013
45 C -2.0586 1.5450 -5.0461
46 C -1.7682 0.7199 -6.1891
47 C -0.7619 -0.1400 -6.1864
48 C 0.1573 -0.2633 -5.0900
49 C -0.1293 0.5117 -3.9891
50 H -2.9284 2.2113 -5.0771
51 H -2.4936 0.8330 -7.0139
52 H -0.4576 -0.7821 -7.0040
53 H 0.9964 -0.9523 -5.1876
54 C -0.5341 2.5157 0.4957
55 C 0.0298 2.9950 -0.5527
56 C 0.5196 3.6441 -1.6834
57 C -0.3858 4.3883 -2.4667
58 C -0.0711 4.7521 -3.8075
59 C 1.1908 4.4806 -4.3051
60 C 2.1794 3.8731 -3.4626
61 C 1.8342 3.4741 -2.1654
62 H -1.3208 4.6743 -1.9861
63 H -0.7784 5.2470 -4.4452
64 H 1.4407 4.7049 -5.3433
65 H 3.2085 3.7138 -3.7836
66 H 2.5808 3.0008 -1.5902
67 C 1.6179 -2.6387 0.8575
68 As -0.0753 -2.0209 -0.0208
69 C -1.4234 -3.2313 0.7421
70 C 0.3550 -2.8550 -1.7841
71 C 0.1385 -4.3486 -1.8386
72 C -1.0420 -4.9431 -2.2605
73 C -1.1303 -6.3020 -2.4732
74 C -0.0094 -7.0807 -2.3094
75 C 1.1506 -6.5887 -1.7178
76 C 1.1875 -5.2300 -1.4437
77 H 1.6172 -3.7404 0.8994
78 H 1.7535 -2.2413 1.8283
79 H 2.4987 -2.2581 0.2353
80 H -1.0102 -4.1274 1.2497
81 H -2.2056 -3.5810 0.0064
82 H -2.0417 -2.6968 1.5144
83 H 1.4147 -2.6174 -1.9627
84 H -0.2959 -2.3226 -2.4991
85 H -1.8794 -4.3256 -2.5247
86 H -2.0748 -6.7562 -2.6688
87 H -0.1133 -8.1200 -2.6180
88 H 2.0181 -7.2145 -1.5940
89 H 2.0309 -4.8407 -0.8486
90 O -4.2204 -1.1081 -0.5437
91 N -3.0798 -0.6434 -0.6373
92 O -2.6328 0.1741 0.3356
93 O -2.2650 -0.8940 -1.6069

Energy above the lowest of the compared OMol25 structures with the same formula, charge and spin, kJ/mol: 265.71
Spin multiplicity: 6
Charge: -1
⟨S²⟩: 8.878


no.,E (Ha)
1,-5313.40446
2,-5358.76277
3,-3053.98673
4,-4766.63852
5,-4865.13827